25
Properties=species:S:1:pos:R:3:forces:R:3 method="wB97M-V/def2-TZVPD" e_above_lowest_kcal_mol=91.9 charge=+1 e_homo_ev="-13.1 / -12.7"
C -0.68750 3.41432 -0.98298 -1.85 -0.65 0.14
C -2.75206 2.95394 -2.28343 0.51 0.10 -0.70
C -0.37256 1.05046 -0.49027 -2.42 -1.11 0.19
C 1.87140 -0.72348 -1.57651 -1.42 -0.67 -3.16
C -1.78428 -0.84445 1.47413 -2.60 1.33 -1.12
C 0.69752 -1.13584 -0.71328 1.27 -0.89 1.37
C -0.37377 -0.39795 1.64420 0.47 1.14 0.07
C 0.32897 0.03262 0.22735 -0.60 -2.24 1.83
N -1.91265 3.22312 -1.41578 2.01 1.00 0.43
N -0.04114 2.27923 -0.45501 0.50 1.75 1.27
F -4.02055 2.90491 -2.12456 -0.35 -0.04 0.47
H -0.14918 4.33592 -0.70850 -0.92 -0.22 -0.79
H -1.33425 0.73070 -0.91688 0.50 0.60 -0.57
H 2.74733 -0.35724 -1.17116 1.62 0.82 1.40
H 2.14953 -1.57598 -2.18340 0.35 -0.58 0.15
H 1.59132 -0.06342 -2.45799 -0.08 -0.07 1.34
H -1.96866 -1.62201 2.16331 -0.55 -0.76 0.91
H -1.95953 -1.33457 0.47562 -0.03 0.69 0.78
H -2.59476 0.00640 1.69627 1.72 -1.86 -0.81
H 0.93616 -2.07852 -0.06154 -0.44 1.75 -1.27
H -0.02592 -1.38914 -1.46355 -1.09 -0.29 0.23
H 0.11106 -1.21300 2.25737 0.52 0.98 -1.39
H -0.36934 0.50758 2.31023 0.26 -0.71 -0.62
H 1.20610 0.48929 0.52302 2.35 0.64 0.76
H 0.62305 2.58008 0.28097 0.27 -0.71 -0.92

26
Properties=species:S:1:pos:R:3:forces:R:3 method="wB97M-V/def2-TZVPD" s2=2.0065 multiplicity=3 charge=0 e_homo_ev="-5.5 / -8.9"
C -1.15860 2.44440 0.87054 -1.50 2.61 4.43
C -0.70885 1.58938 -0.11328 1.92 -3.42 -5.68
C 1.47257 0.23125 -0.34150 0.01 -0.86 -3.11
C -1.01163 1.91442 -1.55217 0.87 -1.46 0.56
C 3.55116 -0.67382 0.34810 1.77 1.72 -0.73
C -0.28303 -2.57257 0.18254 3.12 -1.13 -0.73
C -2.50414 -0.79239 0.32962 0.18 -1.49 1.38
C 0.00786 0.32236 0.11201 1.00 0.46 3.13
O 1.78909 0.26350 -1.53066 -0.66 0.45 1.48
O 2.28181 -0.11610 0.60516 0.02 -0.03 2.39
F 0.19954 0.20167 1.65544 -1.23 -0.06 -2.46
P -0.94496 -1.12076 -0.67122 -1.05 0.26 -0.50
H -0.91990 2.22972 1.89287 -0.18 0.18 0.33
H -1.49741 3.40158 0.57518 -0.17 0.87 0.02
H -1.38417 2.87266 -1.71879 -0.12 2.07 0.16
H -0.15977 1.70830 -2.20393 0.00 0.05 -0.01
H -1.82665 1.34192 -1.95369 -0.61 -1.01 -0.24
H 4.37128 -0.06844 0.89467 -1.51 -0.85 -0.71
H 3.68316 -0.48153 -0.74554 0.49 -1.07 0.78
H 3.57620 -1.69777 0.74164 -0.08 0.23 -0.57
H 0.44189 -3.15238 -0.56781 -1.44 1.27 1.56
H -1.08466 -3.26932 0.37469 -0.24 -0.13 0.36
H 0.34317 -2.33331 1.10153 -1.08 -0.32 -0.93
H -3.50242 -1.36814 0.14504 2.07 1.04 -0.27
H -2.61697 0.31093 0.20632 -0.37 -0.87 0.75
H -2.11456 -1.18559 1.36324 -1.20 1.52 -1.38

26
Properties=species:S:1:pos:R:3:forces:R:3 method="wB97M-V/def2-TZVPD" e_above_lowest_kcal_mol=90.5 charge=0 e_homo_ev=-7.4
C -0.74509 1.19034 1.80694 -1.05 -0.47 0.52
N -0.83258 0.53065 0.53456 1.59 0.55 -2.76
C -1.69466 -0.34877 0.08366 0.00 0.12 0.83
C -1.59208 -0.74403 -1.23007 -1.29 -0.56 -0.94
C -0.46185 -0.23302 -1.88778 -0.61 1.70 0.41
C 0.27691 0.71296 -1.26589 -1.54 -1.11 2.40
P 1.68618 1.50696 -0.66205 0.56 0.60 1.13
C 2.52278 1.99839 -2.24038 -0.72 -0.75 0.75
C 2.67164 0.11064 0.12637 -2.75 -1.05 -1.50
P -2.85198 -1.07943 1.30040 -1.05 0.26 0.31
C -1.69926 -2.30822 2.01931 0.24 2.39 1.82
I -4.28567 -2.67637 0.06083 0.24 0.27 -0.02
H -1.18067 0.55112 2.61437 0.61 0.64 -0.33
H 0.22596 1.55959 2.03483 1.43 -0.73 0.18
H -1.21393 2.16695 1.84941 -1.11 0.05 -0.45
H -2.50991 -1.12656 -1.72261 1.26 -0.21 0.18
H -0.38204 -0.25391 -2.95439 0.34 -0.59 -0.58
H 2.09582 1.47987 -3.06532 -1.15 0.22 -0.90
H 3.48283 1.57349 -2.34737 1.68 0.15 0.63
H 2.46990 3.07137 -2.25747 0.25 0.27 -0.58
H 3.46008 0.47944 0.69409 1.22 0.72 1.31
H 3.10896 -0.40658 -0.74342 -0.31 -0.62 0.65
H 1.87345 -0.48912 0.75152 1.89 0.96 -1.34
H -2.34931 -3.03258 2.53204 0.93 -0.07 -0.19
H -1.03192 -1.66598 2.73137 -1.27 -1.36 -0.76
H -1.04356 -2.56717 1.23705 0.60 -1.37 -0.78

26
Properties=species:S:1:pos:R:3:forces:R:3 method="wB97M-V/def2-TZVPD" charge=0 e_homo_ev=-6.6
C -0.19310 3.14835 -1.18166 0.53 0.80 0.03
C 0.67651 4.04503 -0.50462 0.79 0.31 -0.92
C 2.02804 3.52062 -0.54517 -0.58 1.24 -2.95
C 1.97413 2.33939 -1.39461 -0.10 1.49 -0.43
C 0.59646 2.12627 -1.71913 0.83 -0.68 -0.61
In 1.09582 2.04262 0.85895 -0.59 -1.33 2.80
P -2.11481 1.15648 -0.05592 -0.58 -0.32 0.15
H -1.28171 3.25212 -1.25775 0.78 0.11 -0.08
H 0.40072 5.06448 -0.25274 0.06 -0.39 0.69
H 2.92305 4.03268 -0.20297 -0.25 -0.15 -0.11
H 0.27241 1.29402 -2.35101 -0.04 0.36 0.36
H 2.82057 1.96551 -1.99504 -0.48 -0.30 1.01
H -2.23732 0.21243 -1.12958 -0.09 0.14 0.41
H -3.30305 1.87083 -0.41555 0.16 -0.22 0.06
H -2.74719 0.39379 0.95377 -0.21 -0.24 -0.21
C 0.75214 -4.03641 0.24967 0.23 0.30 -0.33
N 0.10544 -3.03079 1.09751 0.04 -1.12 0.15
C -1.07008 -3.46381 1.85434 -0.30 0.44 0.20
C 0.29947 -1.74490 0.91530 -0.25 2.55 -0.25
N 0.35579 -0.57226 0.80818 -0.09 -3.06 -0.06
H 0.43130 -5.02309 0.60056 0.24 0.29 -0.15
H 1.84097 -3.94947 0.32006 -0.18 -0.09 0.05
H 0.47503 -3.91689 -0.80719 -0.04 -0.09 0.22
H -1.02915 -3.05908 2.87044 0.00 -0.14 -0.13
H -2.00289 -3.11263 1.39234 0.16 -0.15 0.01
H -1.06857 -4.55529 1.89184 -0.04 0.26 0.08

28
Properties=species:S:1:pos:R:3:forces:R:3 method="wB97M-V/def2-TZVPD" e_above_lowest_kcal_mol=196.8 charge=0 e_homo_ev="-7.7 / -7.7"
C -1.98026 0.41031 -1.73136 -0.50 1.64 -0.17
C -1.13150 -0.65919 -1.46218 0.42 -1.86 -0.09
C -0.17686 -0.58212 -0.50067 -2.52 3.40 0.07
C -0.74903 1.41141 0.38849 0.28 -3.59 -1.89
C -1.45085 -1.94095 -2.31982 1.05 0.11 0.95
C 1.71407 -2.23946 -0.66864 0.11 0.65 -2.87
C 0.82280 -1.50833 1.50203 -1.73 0.56 -0.47
C 1.08062 -1.06470 0.04784 0.38 0.44 0.73
N 1.24695 3.14792 0.97137 -0.03 -4.09 4.58
N -1.08444 3.59241 1.89744 -0.97 -1.06 1.10
O 0.48387 1.73785 2.81937 -1.00 -1.03 0.04
O 1.99981 0.02041 -0.09557 -0.09 0.90 2.58
S -1.75993 1.85322 -0.89514 0.22 -0.44 1.76
S 0.07007 2.38587 1.61971 2.15 4.92 -3.91
H -2.77306 0.43492 -2.50210 0.76 -0.08 0.56
H -0.55667 -2.38112 -2.81734 -0.74 0.54 0.18
H -1.90799 -2.72678 -1.72004 0.33 -0.01 0.47
H -2.25431 -1.70506 -2.98930 0.05 0.32 -0.83
H 2.14520 -1.96634 -1.73120 -0.66 -0.23 2.25
H 2.47273 -2.66575 -0.03959 0.45 -0.13 0.12
H 0.95655 -2.97036 -0.87519 -0.36 -0.68 0.07
H 1.77744 -1.61884 1.94895 0.70 -0.28 0.90
H 0.25258 -2.43671 1.42699 0.45 -0.33 0.16
H 0.10315 -0.86175 2.07013 1.15 -0.03 -0.52
H 1.20250 3.72357 0.23571 -0.81 2.22 -3.48
H -0.89911 4.60072 1.89047 0.99 -0.85 -0.46
H -1.43187 3.38042 2.82049 -0.72 0.01 0.22
H 1.82753 0.62844 0.70916 0.62 -1.00 -2.05

26
Properties=species:S:1:pos:R:3:forces:R:3 method="wB97M-V/def2-TZVPD" e_above_lowest_kcal_mol=27.1 charge=+1 smiles="C[N+]1=C2OC(N)=NCC[C@H]2CC1" e_homo_ev=-13.4
C 1.82183 2.36418 -0.09574 0.18 0.06 3.41
N 1.50360 0.98463 -0.02664 0.64 -0.57 0.15
C 0.30505 0.52768 0.17013 -0.62 -0.29 -0.68
O -0.72631 1.29740 0.11614 -0.29 -0.34 0.26
C -2.35884 0.73806 -0.02831 0.76 -1.62 0.89
N -3.07558 1.81618 -0.09086 0.71 4.62 1.34
N -2.68319 -0.41829 0.00205 -0.13 -0.69 0.17
C -2.15079 -1.72857 0.17071 2.07 1.03 2.11
C -0.69861 -1.81686 -0.30144 0.25 0.76 0.49
C 0.39472 -0.93909 0.34138 -1.61 -2.01 2.10
C 1.78182 -1.31377 -0.11808 0.38 -1.85 -2.41
C 2.56864 0.00280 -0.00116 -0.21 -1.59 -0.33
H 1.05643 2.78834 0.56648 0.27 0.89 -0.69
H 1.72877 2.57714 -1.09569 0.21 1.68 -2.17
H 2.81038 2.53426 0.41019 -0.80 -0.02 -1.01
H -3.92832 1.81831 -0.56440 -1.36 -0.49 -0.76
H -2.94814 2.69096 0.49405 0.43 -1.85 -1.17
H -2.63459 -2.43538 -0.40191 -1.63 -1.23 -1.32
H -2.31641 -2.06125 1.25131 0.38 0.65 -1.26
H -0.34976 -2.80950 -0.09914 0.09 -0.81 -0.38
H -0.70053 -1.59410 -1.36172 0.07 -0.30 -0.41
H 0.35359 -1.20803 1.45496 -0.11 0.88 -1.07
H 1.72193 -1.76386 -1.27575 0.24 1.61 2.80
H 2.23144 -2.17306 0.42382 -0.36 0.76 -0.09
H 3.09336 0.12964 0.95934 0.23 -0.25 -0.56
H 3.19951 -0.00781 -0.89971 0.22 0.99 0.58

26
Properties=species:S:1:pos:R:3:forces:R:3 method="wB97M-V/def2-TZVPD" e_above_lowest_kcal_mol=81.4 charge=+1 e_homo_ev=-11.2
C 1.71156 -0.53935 -0.84602 -1.00 0.77 -1.37
C -0.46819 -0.18951 -0.34559 -0.21 0.43 0.46
C 1.34001 -1.46167 -2.00742 0.42 0.96 -1.49
C -0.95258 1.93639 0.89159 -1.80 0.29 -1.76
C 0.08547 -2.18393 -1.60617 0.84 0.06 -1.14
C -1.96973 2.34125 1.94076 -1.15 0.52 -0.69
C -2.92710 0.44488 3.04357 -0.96 0.14 -0.75
C 3.05272 0.00030 -0.75826 1.35 -0.22 2.67
N 0.85910 -0.03025 -0.00605 -0.34 -0.09 -0.72
N -1.33580 0.75678 0.02324 -1.35 0.85 0.80
N -0.83221 -1.21730 -1.07457 -3.45 -0.81 -0.72
O -1.96431 1.30530 2.91876 0.06 -0.71 2.07
H 1.19118 -0.87413 -3.00944 0.37 -0.61 1.90
H 2.15894 -2.18720 -2.22668 -0.50 0.61 0.32
H -0.67266 2.79992 0.30674 -0.49 0.28 -0.73
H -0.05204 1.65679 1.25395 2.69 -0.87 1.99
H -0.33369 -2.74172 -2.45157 -0.19 0.27 0.41
H 0.45140 -2.85783 -0.88187 -0.35 -1.17 1.22
H -1.64702 3.30255 2.48202 -0.44 -1.51 -0.95
H -3.03536 2.48588 1.49179 1.74 -0.35 0.87
H -2.81436 -0.20885 3.97633 0.91 0.97 -0.80
H 2.96292 1.04804 -0.39611 0.29 -0.76 -0.20
H 3.64050 -0.02764 -1.67388 0.10 -0.48 0.27
H 3.47291 -0.62180 0.16689 -0.04 1.27 -2.04
H -2.37571 0.67048 -0.11840 1.71 -0.29 -0.06
H -1.85756 -1.37467 -1.28387 1.79 0.43 0.44

31
Properties=species:S:1:pos:R:3:forces:R:3 method="wB97M-V/def2-TZVPD" charge=+2 e_homo_ev=-13.2
Sn -0.06598 -3.83986 -1.32339 0.28 0.25 0.05
C -5.75512 1.18979 1.84919 0.49 -0.21 -0.64
C -4.96662 0.83229 0.76698 -1.37 0.29 0.44
C -3.62161 0.89370 0.90253 3.28 0.42 -0.95
C -2.91747 1.44159 2.01048 -1.17 -1.61 -0.64
C -3.68160 1.84504 3.05468 -0.33 -0.01 0.85
C -5.11624 1.69267 3.01547 -1.40 0.59 1.23
O -5.85101 2.06001 4.13681 2.47 -0.46 -1.72
O -2.80194 0.49836 -0.12761 -0.33 0.36 0.80
H -6.81660 1.03253 1.72705 -0.18 0.33 0.50
H -5.29689 0.53398 -0.21706 -0.78 -0.22 0.21
H -1.85315 1.26958 1.94688 0.17 0.75 0.49
H -3.18008 2.20471 3.94097 -0.37 0.16 0.23
H -6.80462 2.02568 4.03172 -0.31 -0.21 -0.40
H -3.24239 0.68515 -0.95991 -0.15 -0.25 -0.42
C 3.05185 -0.58848 -5.28570 -0.76 -1.26 0.10
O 2.99837 -1.52987 -4.56118 -1.80 -3.15 2.84
N 4.16364 -0.22354 -5.76134 6.54 1.88 -1.86
N 2.12299 0.10162 -5.85652 -5.73 2.88 -1.37
H 4.85698 -0.95763 -5.78344 0.41 0.72 -0.01
H 4.15880 0.57256 -6.38287 0.94 -0.64 -0.12
H 2.35030 0.94238 -6.36795 -0.16 -0.38 0.05
H 1.13105 -0.08666 -5.82986 0.38 -0.13 0.50
C 4.10559 -1.63697 2.55205 -1.71 1.18 -1.46
O 2.93946 -1.80550 2.18353 -0.43 0.30 0.42
N 4.70071 -0.48593 2.83732 -0.31 2.33 0.76
N 4.98678 -2.57805 2.50415 2.07 -4.07 -0.16
H 4.12116 0.32501 3.00038 0.49 -0.06 0.04
H 5.68856 -0.51024 3.04631 -0.46 0.65 0.14
H 4.64794 -3.46781 2.16707 0.54 0.06 0.25
H 5.94700 -2.43609 2.78332 -0.32 -0.48 -0.15

27
Properties=species:S:1:pos:R:3:forces:R:3 method="wB97M-V/def2-TZVPD" e_above_lowest_kcal_mol=115.4 charge=+1 e_homo_ev=-11.4
C -3.93344 0.20308 0.74951 1.65 -0.66 -1.50
C -3.81612 1.51939 0.38971 0.63 -2.07 0.77
C -1.82386 -0.17967 -0.38378 -3.15 0.68 1.05
C -2.98740 -0.73816 0.22389 1.63 1.77 -0.17
C -1.76365 1.13381 -0.83031 0.74 -0.12 0.05
C 2.24405 1.77224 0.16057 2.29 -1.26 -0.57
C 3.06678 -0.65810 0.03760 -0.64 -1.92 -2.43
C 2.06612 0.27280 0.62717 0.69 0.79 -1.44
N -2.78273 1.89967 -0.39655 -0.04 1.95 -0.75
N -0.87561 -1.10733 -0.79344 -3.68 -2.92 -4.22
N 0.36065 -0.93263 -0.53770 3.71 3.17 2.17
N 0.71982 -0.04111 0.27642 -2.25 -0.93 -0.83
N -3.15976 -2.05815 0.44352 -0.02 -0.46 -0.50
H -4.54106 -0.34170 1.41612 -1.57 0.71 0.86
H -4.41776 2.24930 0.83059 -0.95 1.19 0.27
H 3.06804 2.40498 0.63641 -0.64 -1.59 -0.65
H 2.41201 1.55503 -0.91573 0.07 1.22 0.42
H 1.39798 2.36045 0.30496 -1.82 0.59 0.09
H 3.07110 -0.59639 -1.06043 -0.42 0.68 -0.30
H 2.74126 -1.75479 0.06079 1.04 1.15 1.17
H 4.10905 -0.43995 0.15301 0.48 -0.28 1.18
H 2.06003 0.22826 1.66240 0.03 -0.08 2.23
H -2.75036 2.91047 -0.69480 -0.20 -1.64 0.50
H -1.22214 -1.52367 -1.77537 2.22 0.85 2.63
H 1.04353 -1.48924 -1.01037 0.59 -0.80 -0.71
H -4.12846 -2.30027 0.58263 0.10 -0.51 0.09
H -2.59497 -2.72858 -0.08860 -0.50 0.49 0.58